# 1
{"formula": "C5H12", "method": "ωB97M-V/def2-TZVPD", "species": ["C", "C", "C", "C", "C", "H", "H", "H", "H", "H", "H", "H", "H", "H", "H", "H", "H"], "coordinates": [[-2.132765, -0.747921, 0.125813], [-1.392694, 0.624284, -0.298453], [-0.018517, 0.753790, 0.264023], [0.935819, -0.432804, -0.117817], [2.532913, -0.155315, 0.036457], [-3.249201, -0.547763, 0.190652], [-1.709474, -1.005518, 1.213932], [-1.813911, -1.590136, -0.599534], [-1.992734, 1.363132, 0.273615], [-1.482135, 0.793386, -1.421226], [-0.031735, 1.148656, 1.321831], [0.367303, 1.678520, -0.167966], [0.809066, -1.378944, 0.329754], [0.783410, -0.431159, -1.201077], [3.063073, -1.183178, -0.337665], [2.933801, 0.175185, 1.092285], [2.774001, 0.725616, -0.754743]], "forces_ev_per_a": [[1.539, 0.202, 0.655], [-2.598, -1.145, 0.599], [1.635, 0.487, 0.701], [2.062, 2.960, -0.131], [0.225, 0.243, -1.394], [1.415, -0.708, -0.267], [-1.137, 0.350, -2.323], [-0.915, 1.196, 1.308], [0.165, 0.080, -0.952], [0.227, -0.149, 1.450], [-0.123, -1.402, -0.504], [0.558, -0.098, -0.562], [-0.998, -0.964, 0.488], [0.081, -0.839, 0.020], [-0.979, 2.706, 1.024], [-0.985, -0.829, -2.060], [-0.173, -2.091, 1.947]], "total_charge": 0, "largest_force_ev_per_a": 3.61, "energy_ev": -5378.0602, "gap_ev": 11.99, "e_homo_ev": -10.804, "smiles": "CCCCC"}


# 2
{"formula": "C5H12BBrClFO3S2", "method": "ωB97M-V/def2-TZVPD", "species": ["C", "C", "B", "O", "S", "C", "C", "C", "Br", "S", "O", "O", "F", "H", "H", "H", "H", "H", "H", "H", "H", "H", "H", "H", "H", "Cl"], "coordinates": [[2.570745, 0.579171, 1.339125], [1.922136, 0.983154, 0.000790], [0.581820, 1.731156, 0.146057], [0.282402, 2.993413, -0.163745], [-0.986777, 0.914378, 0.920221], [-0.821175, -0.914976, 1.045343], [-0.407794, -1.788807, -0.118370], [-0.390510, -1.255404, -1.534781], [1.330999, -2.612109, 0.314339], [-2.573438, 1.336734, -0.465115], [-2.024998, 1.785418, -1.679592], [-3.505613, 2.059490, 0.299757], [-3.072935, -0.109620, -0.614036], [3.031014, 1.448723, 1.802221], [3.352582, -0.152051, 1.164490], [1.865381, 0.139829, 2.039007], [2.601309, 1.674640, -0.505345], [1.809962, 0.123233, -0.659057], [1.044648, 3.474168, -0.512864], [-0.144110, -1.038715, 1.888194], [-1.808750, -1.198989, 1.416853], [-1.168341, -2.670332, -0.089844], [-0.274211, -0.176373, -1.631441], [0.423221, -1.709519, -2.089585], [-1.301396, -1.569574, -2.041824], [-2.336179, -4.047033, -0.270798]], "forces_ev_per_a": [[0.080, 0.059, -0.157], [0.161, 0.220, 0.216], [-0.122, -0.039, -0.479], [0.104, 0.035, 0.102], [0.210, -0.186, 0.404], [-0.228, -0.406, -0.074], [0.108, -0.193, -0.001], [-0.114, -0.120, -0.116], [-0.027, 0.073, 0.059], [0.329, 0.024, 0.311], [-0.023, -0.070, -0.346], [-0.329, 0.094, 0.042], [-0.018, 0.041, -0.089], [-0.058, 0.067, 0.156], [0.029, -0.109, 0.010], [-0.039, -0.075, 0.080], [0.068, -0.032, -0.143], [-0.075, -0.151, 0.092], [-0.132, 0.115, -0.066], [0.049, 0.232, 0.128], [-0.141, 0.010, -0.120], [0.769, 0.360, -0.027], [-0.023, 0.163, 0.035], [0.077, -0.041, -0.041], [-0.183, 0.109, 0.011], [-0.471, -0.181, 0.014]], "total_charge": 0, "largest_force_ev_per_a": 0.85, "energy_ev": -119150.1697, "gap_ev": 5.43, "e_homo_ev": -7.414}


# 3
{"formula": "C5H12BF6NO2P2", "method": "ωB97M-V/def2-TZVPD", "species": ["C", "C", "P", "C", "C", "C", "O", "B", "N", "O", "H", "H", "H", "H", "H", "H", "H", "H", "H", "H", "H", "H", "F", "P", "F", "F", "F", "F", "F"], "coordinates": [[-0.833632, -1.767744, 3.567162], [-1.051584, -0.973619, 2.700738], [-1.426014, 0.098593, 1.394078], [-1.496865, 1.778892, 2.027642], [-0.122245, -0.078704, 0.147015], [0.713213, -1.373636, 0.306611], [1.441653, -1.580542, -0.853435], [-3.153579, -0.510989, 0.674051], [-4.282307, 0.380935, 0.627433], [-3.193353, -1.802620, 0.280305], [-0.756122, -2.635750, 4.179901], [-0.520071, 2.244592, 2.008655], [-2.210765, 2.364414, 1.458213], [-1.874981, 1.722386, 3.043758], [-0.596556, -0.087551, -0.830763], [0.556071, 0.766287, 0.228317], [1.339676, -1.274572, 1.196253], [0.041611, -2.214603, 0.485784], [1.783249, -0.705940, -1.105511], [-5.000903, 0.034046, 1.260977], [-4.702328, 0.364639, -0.296907], [-2.414316, -2.110086, -0.203229], [3.036693, 0.578244, -1.888258], [3.977992, 1.058820, -3.200449], [3.986077, 2.432983, -2.291505], [5.620551, 1.154063, -3.095452], [2.638309, 0.617775, -4.064733], [4.351502, -0.546185, -3.267638], [4.149037, 2.065877, -4.489012]], "forces_ev_per_a": [[-0.266, -0.784, -0.085], [0.021, 0.409, -0.005], [0.414, 0.558, -0.214], [-0.328, -0.130, 0.172], [0.052, -0.354, 0.374], [-0.404, 0.252, 0.002], [-0.296, 0.188, 0.194], [-0.365, -0.369, -0.109], [0.190, -0.189, 0.356], [0.172, 0.447, -0.810], [0.233, 0.182, 0.372], [0.197, 0.026, 0.041], [-0.026, 0.026, -0.266], [0.047, 0.079, 0.189], [0.033, 0.143, -0.221], [-0.059, 0.296, -0.148], [0.094, 0.001, 0.099], [0.077, -0.278, -0.126], [0.794, -0.255, -0.636], [-0.136, 0.350, 0.085], [-0.128, -0.047, -0.050], [0.111, -0.465, 0.434], [0.057, -0.411, 0.966], [0.597, 0.045, -0.597], [-0.683, 0.097, -0.437], [-0.268, 0.004, 0.771], [-0.388, 0.610, 0.488], [-0.077, 0.202, -0.696], [0.336, -0.631, -0.141]], "total_charge": 0, "largest_force_ev_per_a": 1.05, "energy_ev": -46525.7741, "gap_ev": 7.97, "e_homo_ev": -9.988}


# 4
{"formula": "C5H12BN", "method": "ωB97M-V/def2-TZVPD", "species": ["B", "C", "C", "C", "C", "C", "N", "H", "H", "H", "H", "H", "H", "H", "H", "H", "H", "H", "H"], "coordinates": [[0.425413, 0.619154, -0.753690], [0.725681, 1.806538, 0.225260], [-0.658337, 2.021058, 0.826118], [-1.556333, 0.784235, 0.541655], [2.838915, -2.651897, -0.148235], [-1.406764, -1.180885, -0.918503], [-0.735526, -0.002977, -0.398364], [1.421897, 1.620239, 0.976084], [1.102913, 2.729436, -0.247200], [-0.681919, 2.264883, 1.979857], [-1.111275, 2.859258, 0.342199], [-1.751173, 0.302018, 1.477516], [-2.460948, 1.131374, 0.145982], [2.210550, -2.058030, 0.656762], [3.758009, -2.206979, -0.364020], [2.360106, -3.296639, -0.854959], [-2.177320, -0.928044, -1.583330], [-0.803775, -1.839956, -1.651627], [-1.500116, -1.972789, -0.251514]], "forces_ev_per_a": [[1.064, -0.275, 0.182], [-0.736, 1.248, -1.377], [-0.791, 0.394, 2.448], [2.556, 0.746, 0.669], [-2.448, 1.540, 2.296], [3.196, -0.748, -2.649], [-1.613, -0.912, -0.124], [1.409, -0.864, 1.196], [-0.236, -0.317, 0.003], [0.255, -0.435, -2.201], [-0.333, 0.700, -0.219], [-0.161, -0.895, 0.389], [-1.493, 0.072, -0.931], [1.229, -1.619, -1.826], [1.358, 0.363, -0.396], [-0.185, -0.237, -0.083], [-1.930, 0.293, -0.082], [0.222, 1.695, 0.703], [-1.364, -0.748, 2.002]], "total_charge": 0, "largest_force_ev_per_a": 4.22, "energy_ev": -7541.4779, "gap_ev": [9.08, 7.43], "e_homo_ev": [-8.857, -7.189]}


# 5
{"formula": "C5H12CaN6O9", "method": "ωB97M-V/def2-TZVPD", "species": ["Ca", "C", "O", "O", "O", "C", "O", "O", "O", "C", "O", "N", "N", "H", "H", "H", "H", "C", "O", "N", "N", "H", "H", "H", "H", "C", "O", "N", "N", "H", "H", "H", "H"], "coordinates": [[3.434812, -0.272865, 15.246139], [4.342944, -2.326545, 16.935318], [5.339969, -3.047729, 16.832176], [3.351191, -2.492989, 16.259533], [4.540585, -1.135716, 17.160206], [5.530984, -0.442071, 13.441053], [6.471835, -0.121464, 12.758624], [4.354601, -0.666095, 13.083852], [5.717575, -0.374822, 14.668744], [0.728833, -0.993653, 13.327339], [1.360030, -0.462999, 14.241169], [-0.557281, -1.065815, 13.278415], [1.276558, -1.491458, 12.266189], [-1.053857, -0.481895, 13.936100], [-0.850926, -1.702446, 12.551384], [0.752285, -1.921098, 11.517432], [2.273243, -1.339334, 12.206356], [1.957773, 1.428389, 17.821512], [1.972765, 0.974497, 16.700777], [2.859008, 1.111069, 18.660601], [1.132796, 2.302630, 18.272274], [3.391709, 0.283896, 18.432343], [2.930124, 1.691858, 19.483841], [0.485118, 2.564565, 17.542895], [1.001944, 2.538529, 19.245582], [3.662925, 3.012185, 14.194027], [3.770388, 1.879201, 14.578570], [4.531476, 3.983693, 14.391813], [2.742138, 3.462527, 13.447541], [4.356387, 4.778265, 13.793400], [5.372260, 3.802196, 14.921199], [1.889357, 2.921458, 13.437155], [2.692203, 4.424278, 13.143194]], "forces_ev_per_a": [[2.216, -2.169, 0.550], [4.330, -0.396, -3.013], [1.969, -3.775, 2.021], [-7.921, -2.929, -3.135], [0.538, 7.929, 4.922], [0.838, 1.226, 2.371], [3.521, 0.752, -5.344], [-4.943, -1.258, -2.669], [-0.480, -0.142, 4.712], [3.012, 1.506, 2.052], [-1.033, 0.246, -0.312], [-4.143, -0.096, 0.422], [2.563, -1.302, -2.665], [-0.490, -0.764, -0.325], [-1.325, 0.624, 0.651], [0.465, 0.270, 0.217], [0.833, -0.344, -0.169], [1.879, -1.849, -1.924], [-1.559, 0.002, -1.962], [2.956, -0.968, 3.568], [-4.539, 3.954, 0.127], [1.252, -0.720, -0.090], [0.551, -0.791, 0.002], [-0.359, 0.424, 0.655], [-0.079, -0.196, -0.537], [3.172, -2.238, 1.788], [-0.325, 0.004, 0.740], [2.494, 2.086, 1.280], [-6.530, 1.109, -3.932], [1.181, 0.066, 0.687], [0.007, 0.159, -0.524], [0.138, 0.050, -0.389], [-0.187, -0.468, 0.225]], "total_charge": -2, "largest_force_ev_per_a": 9.35, "energy_ev": -51188.4808, "gap_ev": 2.57, "e_homo_ev": 1.730}


# 6
{"formula": "C5H12Cl", "method": "ωB97M-V/def2-TZVPD", "species": ["Cl", "H", "C", "C", "C", "C", "C", "H", "H", "H", "H", "H", "H", "H", "H", "H", "H", "H"], "coordinates": [[1.224417, 2.749864, 0.075454], [-0.164174, 1.718399, 0.214957], [-0.632288, 0.642884, 0.319305], [-2.004058, 0.495263, -0.270151], [0.451442, -0.268835, -0.324381], [0.162998, -1.749305, -0.159253], [1.764525, 0.144211, 0.326734], [-0.683782, 0.447463, 1.392728], [-2.733209, 1.141102, 0.224387], [-2.063752, 0.684515, -1.351546], [-2.350103, -0.529174, -0.107110], [0.490731, -0.025331, -1.402205], [0.133914, -2.020200, 0.902531], [-0.773282, -2.054957, -0.630601], [0.963441, -2.333122, -0.623681], [1.741645, -0.054425, 1.402959], [2.623686, -0.292839, -0.185641], [1.847847, 1.304484, 0.195519]], "forces_ev_per_a": [[1.347, 3.357, -0.355], [-2.104, -2.476, 0.227], [0.836, 0.447, -0.528], [-0.590, -0.142, -0.208], [-0.481, 1.367, 0.323], [0.386, -0.381, 0.123], [-0.380, -1.444, -0.403], [0.105, -0.067, 0.140], [0.073, 0.056, -0.056], [0.199, 0.045, 0.248], [-0.131, -0.005, -0.077], [0.027, -0.089, 0.301], [-0.088, 0.009, -0.112], [0.025, 0.153, 0.070], [-0.074, -0.043, 0.057], [0.254, 0.097, -0.134], [0.201, 0.173, 0.252], [0.393, -1.056, 0.131]], "total_charge": 0, "largest_force_ev_per_a": 3.63, "energy_ev": -17899.4087, "gap_ev": [10.57, 6.80], "e_homo_ev": [-9.471, -9.455], "multiplicity": 2}